(1)
{"formula": "Cl2HNS", "method": "ωB97M-V/def2-TZVPD", "species": ["H", "N", "S", "Cl", "Cl"], "xyz": [[1.143, 0.391, 1.253], [1.456, -0.164, 0.452], [-1.214, 0.191, 0.110], [-1.117, -1.639, -0.509], [-0.268, 1.221, -1.307]], "forces_ev_per_a": [[0.140, 0.293, 0.410], [0.458, -0.356, -0.048], [-0.596, 1.250, 0.739], [-0.055, -1.650, -0.564], [0.053, 0.463, -0.537]], "nbo_charge": [0.226, -0.292, 0.272, -0.095, -0.111], "e_homo_ha": [-0.3350, -0.3426], "de_lowest_kj_mol": 354.50, "homo_lumo_gap_ev": [8.22, 8.34], "total_energy_ha": -1373.744213}

(2)
{"formula": "Cl2HNS", "method": "ωB97M-V/def2-TZVPD", "species": ["S", "Cl", "H", "N", "Cl"], "xyz": [[-0.240, 0.195, 1.272], [1.688, 1.094, -0.813], [-0.402, -2.375, 1.178], [-0.051, 0.879, -0.151], [-0.995, 0.207, -1.485]], "forces_ev_per_a": [[-0.131, -0.565, 0.705], [-1.168, -0.096, 0.517], [0.118, 0.631, -0.037], [0.997, -0.383, -1.483], [0.184, 0.412, 0.298]], "nbo_charge": [0.376, 0.074, -0.006, -0.605, 0.161], "e_homo_ha": [-0.3613, -0.3519], "de_lowest_kj_mol": 465.78, "homo_lumo_gap_ev": [7.63, 8.29], "total_energy_ha": -1373.701828}

(3)
{"formula": "Cl2HNS", "method": "ωB97M-V/def2-TZVPD", "species": ["Cl", "H", "Cl", "N", "S"], "xyz": [[0.468, 1.113, -0.502], [-1.717, -0.567, 0.635], [1.928, -1.309, -0.314], [1.694, 0.291, 0.171], [-2.373, 0.473, 0.010]], "forces_ev_per_a": [[-0.743, 0.108, -0.860], [-0.499, 0.652, -0.394], [-0.450, 0.110, -0.361], [1.306, -0.148, 1.150], [0.386, -0.722, 0.465]], "nbo_charge": [0.282, 0.109, 0.176, -0.407, -0.160], "e_homo_ha": [-0.3526, -0.3680], "de_lowest_kj_mol": 330.30, "homo_lumo_gap_ev": [7.30, 8.39], "total_energy_ha": -1373.753433}

(4)
{"formula": "Cl2O3S", "method": "ωB97M-V/def2-TZVPD", "species": ["Cl", "S", "O", "Cl", "O", "O"], "xyz": [[1.621, -3.056, 0.005], [-1.352, 1.042, 0.051], [1.199, -1.464, -0.730], [2.348, -0.469, -0.076], [-1.697, 0.671, 1.423], [-2.201, 1.882, -0.759]], "forces_ev_per_a": [[-0.948, 1.026, -0.995], [-0.484, -0.208, 1.166], [0.638, -2.191, 1.065], [0.285, 1.187, -0.066], [0.155, 0.800, -2.134], [0.354, -0.614, 0.964]], "nbo_charge": [0.226, 1.624, -0.501, 0.276, -0.812, -0.813], "e_homo_ha": -0.4068, "de_lowest_kj_mol": 159.28, "homo_lumo_gap_ev": 9.31, "total_energy_ha": -1544.142711}

(5)
{"formula": "Cl3CuFI", "method": "ωB97M-V/def2-TZVPD", "species": ["I", "Cl", "F", "Cl", "Cl", "Cu"], "xyz": [[0.701, -0.043, -2.681], [-1.281, -2.062, 0.126], [0.187, 1.171, 2.006], [2.371, -1.051, 0.828], [-1.921, 1.832, -0.453], [-0.057, 0.153, 0.175]], "forces_ev_per_a": [[0.075, 0.118, -0.072], [-0.063, 0.184, 0.144], [-0.272, -0.759, -1.448], [-0.288, 0.231, -0.103], [0.404, -0.343, 0.169], [0.143, 0.568, 1.311]], "mulliken_spin": [0.044, 0.001, 0.084, 0.060, 0.078, 0.733], "spin_multiplicity": 2, "e_homo_ha": [0.0703, 0.0713], "de_lowest_kj_mol": 0.00, "total_charge": -3, "homo_lumo_gap_ev": [5.55, 5.50], "total_energy_ha": -3418.604946}

(6)
{"formula": "Cl3H", "method": "ωB97M-V/def2-TZVPD", "species": ["Cl", "Cl", "H", "Cl"], "xyz": [[1.648, 0.532, 0.463], [-0.601, -0.957, -0.303], [0.799, 0.488, 1.421], [-1.846, -0.063, -1.581]], "forces_ev_per_a": [[1.089, 0.672, 0.540], [-1.187, -0.649, -0.572], [0.107, 0.086, -0.055], [-0.009, -0.109, 0.087]], "nbo_charge": [-0.257, -0.006, 0.265, -0.002], "smiles": "ClCl.Cl", "e_homo_ha": -0.3803, "de_lowest_kj_mol": 37.31, "homo_lumo_gap_ev": 9.37, "total_energy_ha": -1381.124947}

(7)
{"formula": "Cl3H2NP", "method": "ωB97M-V/def2-TZVPD", "species": ["Cl", "Cl", "H", "Cl", "N", "P", "H"], "xyz": [[0.975, 1.883, 0.439], [0.301, 0.210, -2.176], [-0.288, -1.704, 0.687], [-2.080, 0.781, -0.344], [0.154, -0.769, 0.744], [-0.189, 0.530, -0.289], [1.127, -0.931, 0.938]], "forces_ev_per_a": [[-0.121, 0.767, -0.016], [0.131, 0.186, 0.201], [-0.231, 1.080, -0.317], [-0.793, 0.476, 0.403], [-1.041, 0.421, -1.253], [1.504, -3.336, 0.858], [0.551, 0.407, 0.123]], "nbo_charge": [-0.044, -0.093, 0.451, -0.031, -1.140, 1.422, 0.435], "smiles": "[NH2+]=P(Cl)(Cl)Cl", "e_homo_ha": -0.5982, "de_lowest_kj_mol": 0.00, "total_charge": 1, "homo_lumo_gap_ev": 11.43, "total_energy_ha": -1777.689219}

(8)
{"formula": "Cl3H3S3Si2", "method": "ωB97M-V/def2-TZVPD", "species": ["S", "H", "Cl", "S", "H", "S", "H", "Cl", "Si", "Cl", "Si"], "xyz": [[0.904, 1.017, -0.026], [-0.136, 1.832, -0.269], [-0.069, -0.088, 4.054], [-2.512, -0.091, -1.002], [0.036, -2.383, -1.392], [-0.141, -2.453, 0.047], [-3.537, -0.163, 0.064], [-2.051, 2.154, 2.812], [-1.473, 0.238, 2.593], [-3.130, -0.883, 3.017], [-0.785, -0.374, 0.328]], "forces_ev_per_a": [[-1.326, -0.838, -0.102], [0.245, 0.545, -0.076], [-0.059, -0.096, -0.348], [-1.084, 0.184, 2.137], [-0.368, 0.170, 2.182], [0.207, 0.671, -1.496], [1.913, 0.090, -1.722], [-0.032, 0.582, -0.282], [0.333, -0.981, -0.423], [-0.125, -0.195, 0.044], [0.297, -0.132, 0.087]], "nbo_charge": [-0.382, 0.156, -0.337, -0.440, 0.190, -0.423, 0.202, -0.331, 1.008, -0.359, 0.715], "smiles": "S[Si](S)(S)[Si](Cl)(Cl)Cl", "e_homo_ha": -0.3556, "de_lowest_kj_mol": 22.80, "homo_lumo_gap_ev": 9.67, "total_energy_ha": -3156.151462}

(9)
{"formula": "Cl3H6NaO3", "method": "ωB97M-V/def2-TZVPD", "species": ["O", "Na", "Cl", "H", "H", "H", "H", "O", "H", "Cl", "H", "Cl", "O"], "xyz": [[1.467, -1.297, 0.881], [-0.261, -0.365, -0.723], [1.265, -0.814, -3.054], [-1.935, 1.048, 0.595], [-2.095, 0.204, 1.865], [1.626, -2.184, 0.545], [0.949, 2.582, -0.142], [-1.428, 0.639, 1.328], [2.105, 1.642, -0.527], [-2.625, 1.157, -1.650], [1.260, -1.401, 1.811], [-1.491, -2.996, -0.303], [1.163, 1.784, -0.627]], "forces_ev_per_a": [[0.522, 0.362, 0.065], [-0.222, -0.300, -0.474], [0.315, 0.032, 0.127], [-0.079, -0.165, -0.331], [-0.031, -0.270, -0.203], [-0.340, -0.120, -0.218], [-0.100, 0.071, 0.129], [0.109, 0.479, 0.212], [0.129, -0.185, -0.078], [0.035, 0.281, 0.475], [-0.304, -0.111, -0.018], [0.150, -0.057, 0.350], [-0.184, -0.017, -0.035]], "nbo_charge": [-0.948, 0.912, -0.974, 0.509, 0.466, 0.492, 0.460, -0.999, 0.471, -0.950, 0.464, -0.978, -0.924], "e_homo_ha": -0.0492, "de_lowest_kj_mol": 0.00, "total_charge": -2, "homo_lumo_gap_ev": 5.60, "total_energy_ha": -1772.379478}

(10)
{"formula": "Cl3Li", "method": "ωB97M-V/def2-TZVPD", "species": ["Cl", "Li", "Cl", "Cl"], "xyz": [[-2.076, -0.133, -0.363], [-0.416, 0.310, 0.362], [1.725, 0.699, 1.216], [0.767, -0.876, -1.215]], "forces_ev_per_a": [[-4.055, -0.238, -0.611], [3.325, 0.267, 0.653], [0.129, 0.811, 1.185], [0.600, -0.841, -1.227]], "nbo_charge": [-0.934, 0.844, -0.945, -0.965], "e_homo_ha": 0.0152, "de_lowest_kj_mol": 0.00, "total_charge": -2, "homo_lumo_gap_ev": 5.64, "total_energy_ha": -1388.236054}